(1)
# C13H25O7

A cluster of 5 separate species, C13H25O7 in total at a distorted geometry (wB97M-V/def2-TZVPD, OMol25).

Summary:
* ΔE to the lowest compared entry with this formula, charge and spin: 31.0 kcal/mol
* HOMO-LUMO gap: 0.20254 hartree

Structure (ORCA input):
```
! RIJCOSX wB97M-V def2-TZVPD def2/J DEFGRID3
* xyz -1 1
O -2.03 -0.70 2.38
C -2.62 -1.91 2.45
O -2.41 -2.62 3.47
O -3.15 -2.43 1.52
H -1.47 -0.86 3.15
C -1.79 2.18 -4.80
C -1.65 3.19 -3.64
O -1.88 4.35 -3.86
C -1.06 2.66 -2.33
H -0.84 2.16 -5.33
H -2.54 2.48 -5.53
H -2.12 1.25 -4.35
H -0.98 3.44 -1.57
H -0.09 2.24 -2.59
H -1.72 1.92 -1.89
C 0.79 3.27 7.41
C -0.46 2.67 6.92
O -0.77 1.50 7.15
C -1.41 3.53 5.97
H 0.58 4.10 8.09
H 1.33 3.81 6.63
H 1.45 2.57 7.91
H -2.31 3.07 5.58
H -0.74 3.84 5.17
H -1.81 4.39 6.51
C -2.45 -4.00 -4.74
C -1.81 -3.53 -6.00
O -2.49 -3.52 -6.97
C -0.36 -3.05 -6.02
H -2.35 -3.33 -3.88
H -2.19 -5.04 -4.55
H -3.53 -4.12 -4.76
H 0.33 -3.90 -5.96
H -0.14 -2.39 -5.18
H -0.15 -2.52 -6.95
C 3.63 -0.58 0.75
C 4.16 -1.96 0.88
O 3.53 -2.88 0.34
C 5.53 -2.08 1.49
H 4.44 0.06 0.42
H 3.31 -0.33 1.76
H 2.76 -0.49 0.10
H 5.73 -1.37 2.29
H 6.28 -1.90 0.72
H 5.48 -3.12 1.82
*
```



(2)
# C13H26AlClINOP2

A structure of composition C13H26AlClINOP2 at a distorted geometry (wB97M-V/def2-TZVPD, OMol25).

Summary:
* ΔE to the lowest compared entry with this formula, charge and spin: 0.0 kcal/mol
* HOMO-LUMO gap (alpha / beta): 0.15566 / 0.15342 hartree

Structure (ORCA input):
```
! RIJCOSX wB97M-V def2-TZVPD def2/J DEFGRID3
* xyz 2 1
C -0.06 0.45 -3.26
C -0.34 0.70 -1.82
H -0.01 1.42 -3.79
H -0.85 -0.17 -3.71
H 0.90 -0.08 -3.38
O -0.75 1.74 -1.34
I -0.27 -2.82 1.50
Al 0.19 -0.56 -0.04
P 2.52 -0.75 -0.32
C 3.42 0.21 0.93
C 3.15 -2.45 -0.13
H 4.22 -2.47 -0.38
H 4.31 -0.29 -1.87
H 2.60 -3.13 -0.80
H 2.85 -0.87 -2.73
H 3.03 -0.05 1.92
H 2.99 -2.78 0.90
C 3.22 -0.22 -1.92
H 4.49 -0.04 0.87
H 2.93 0.82 -2.13
H 3.27 1.28 0.77
P -2.45 -0.71 -0.35
C -3.36 0.35 0.84
C -3.26 -0.24 -1.92
H -2.69 -3.10 -0.72
H -4.27 -2.32 -0.33
H -3.06 -2.65 0.96
C -3.20 -2.36 -0.09
H -2.91 -0.91 -2.72
H -4.34 -0.35 -1.79
H -4.43 0.26 0.63
H -3.02 1.38 0.73
H -3.01 0.80 -2.17
H -3.14 0.00 1.86
Cl 0.03 -2.13 -1.73
C 0.13 2.83 3.37
C 0.70 3.09 2.12
C 0.67 2.12 1.13
N 0.11 0.90 1.36
C -0.46 0.65 2.56
C -0.46 1.58 3.58
H 0.16 3.58 4.17
H 1.19 4.05 1.89
H 1.09 2.28 0.13
H -0.93 -0.34 2.70
H -0.90 1.31 4.53
*
```



(3)
# C13H26BClNO5S3

A cluster of 2 separate species, C13H26BClNO5S3 in total at a distorted geometry (wB97M-V/def2-TZVPD, OMol25).

Summary:
* HOMO-LUMO gap: 0.26328 hartree

Structure (ORCA input):
```
! RIJCOSX wB97M-V def2-TZVPD def2/J DEFGRID3
* xyz -1 1
C -2.09 1.98 -0.71
C -1.02 2.26 -1.48
B 0.03 1.09 -1.95
O -0.45 -0.21 -1.45
Cl 0.15 0.97 -3.88
C 1.47 1.57 -1.33
C 2.65 0.65 -1.61
C 2.69 -0.61 -0.75
S 3.18 -0.30 0.97
C 1.70 0.24 1.79
S 0.30 -0.53 1.49
N 1.74 1.31 2.70
C 0.95 2.49 2.30
C 1.76 3.69 1.80
O 2.94 3.93 2.55
C 3.76 2.77 2.40
C 3.08 1.65 3.17
H -2.39 2.57 0.16
H -2.71 1.12 -0.93
H -0.83 3.31 -1.74
H -0.52 -0.83 -2.18
H 1.68 2.54 -1.80
H 1.42 1.76 -0.26
H 3.57 1.20 -1.36
H 2.74 0.40 -2.67
H 3.48 -1.25 -1.14
H 1.76 -1.19 -0.80
H 0.24 2.24 1.51
H 0.35 2.81 3.15
H 1.13 4.57 1.92
H 2.01 3.63 0.74
H 3.86 2.55 1.34
H 4.72 3.01 2.85
H 2.97 2.02 4.20
H 3.73 0.79 3.24
O -4.75 -3.32 0.67
S -3.86 -2.72 -0.28
O -4.38 -2.24 -1.52
O -2.68 -3.76 -0.59
C -3.06 -5.09 -0.98
C -3.51 -5.16 -2.42
C -2.88 -1.49 0.49
H -3.82 -5.48 -0.30
H -2.16 -5.69 -0.84
H -4.45 -4.63 -2.57
H -3.66 -6.20 -2.72
H -2.78 -4.71 -3.08
H -2.47 -1.89 1.41
H -3.53 -0.65 0.70
H -2.09 -1.18 -0.20
*
```



(4)
# C13H26BrInN3O2PS2

A structure of composition C13H26BrInN3O2PS2 (wB97M-V/def2-TZVPD, OMol25).

Summary:
* ΔE to the lowest compared entry with this formula, charge and spin: 7.3 kcal/mol
* HOMO-LUMO gap (alpha / beta): 0.27156 / 0.27615 hartree

Structure (ORCA input):
```
! RIJCOSX wB97M-V def2-TZVPD def2/J DEFGRID3
* xyz 1 2
In -0.40 1.22 -0.38
C -3.26 -3.93 -3.90
C -2.09 -3.12 -3.43
O -2.59 -2.08 -2.55
P -1.66 -1.43 -1.45
S -2.78 -0.06 -0.52
S 0.06 -0.76 -2.19
O -1.26 -2.61 -0.46
C -2.30 -3.35 0.23
C -1.88 -4.79 0.32
H -2.94 -4.64 -4.67
H -4.03 -3.28 -4.33
H -3.71 -4.50 -3.08
H -1.58 -2.63 -4.26
H -1.36 -3.73 -2.89
H -3.24 -3.24 -0.31
H -2.42 -2.90 1.22
H -1.90 -5.27 -0.66
H -2.55 -5.33 0.98
H -0.86 -4.87 0.72
N 2.02 1.63 -1.14
C 3.26 1.96 -0.39
C 3.91 0.72 0.18
C 3.19 0.04 1.34
C 1.90 -0.73 1.00
N 0.67 0.05 1.33
H 2.17 0.82 -1.72
H 1.80 2.39 -1.79
H 3.01 2.65 0.41
H 3.97 2.46 -1.04
H 4.90 1.02 0.53
H 4.07 -0.01 -0.62
H 2.97 0.79 2.12
H 3.88 -0.67 1.80
H 1.89 -1.67 1.55
H 1.86 -0.98 -0.06
H 0.83 0.63 2.15
H -0.08 -0.59 1.59
Br -2.04 1.86 2.52
C -0.99 3.42 2.29
C -1.19 4.52 3.11
C -0.40 5.63 2.89
C 0.54 5.61 1.86
C 0.64 4.48 1.09
N -0.10 3.38 1.30
H -1.95 4.50 3.87
H -0.52 6.51 3.51
H 1.18 6.47 1.67
H 1.33 4.43 0.26
*
```



(5)
# C13H26F3N5O6S

A cluster of 2 separate species, C13H26F3N5O6S in total at a distorted geometry (wB97M-V/def2-TZVPD, OMol25).

Summary:
* HOMO-LUMO gap: 0.23954 hartree

Structure (ORCA input):
```
! RIJCOSX wB97M-V def2-TZVPD def2/J DEFGRID3
* xyz 0 1
C -2.22 1.48 -4.65
C -1.37 0.33 -5.35
O -1.85 -1.01 -5.13
C -1.85 -1.36 -3.74
C -0.40 -1.46 -3.06
C -0.15 -0.09 -2.29
N -0.65 0.13 -0.98
C -0.32 1.47 -0.56
N -0.66 2.03 0.60
C -0.19 3.44 0.85
O -1.32 1.44 1.62
C -2.68 1.05 1.30
C -2.85 -0.45 1.89
N -1.72 -1.31 1.47
C -1.07 -2.04 2.59
C -0.11 -1.13 3.49
C 1.08 -0.46 2.69
O -0.81 -0.15 4.29
N 0.41 1.97 -1.66
N 0.55 1.09 -2.69
H -1.75 1.87 -3.68
H -2.34 2.40 -5.32
H -3.26 1.11 -4.36
H -1.40 0.53 -6.48
H -0.26 0.37 -5.08
H -2.52 -0.72 -3.08
H -2.29 -2.42 -3.69
H 0.44 -1.74 -3.77
H -0.49 -2.25 -2.23
H -0.99 4.00 1.42
H 0.75 3.44 1.50
H 0.01 3.99 -0.13
H -3.45 1.68 1.86
H -2.97 1.11 0.21
H -3.79 -0.87 1.41
H -3.00 -0.39 3.01
H -1.96 -1.93 0.70
H -0.39 -2.83 2.11
H -1.83 -2.65 3.21
H 0.37 -1.85 4.25
H 0.87 0.62 2.36
H 1.48 -1.08 1.82
H 1.96 -0.37 3.42
H -0.63 0.75 3.95
H 0.85 2.89 -1.74
H 1.04 1.19 -3.58
C 5.81 -2.12 2.17
F 6.61 -1.65 1.18
F 4.87 -2.87 1.55
F 6.56 -2.98 2.89
S 5.08 -0.76 3.20
O 4.31 0.06 2.27
O 6.23 -0.06 3.78
O 4.26 -1.43 4.20
*
```



(6)
# C13H26FeN

A structure of composition C13H26FeN at a distorted geometry (wB97M-V/def2-TZVPD, OMol25).

Summary:
* HOMO-LUMO gap (alpha / beta): 0.30660 / 0.28506 hartree

Structure (ORCA input):
```
! RIJCOSX wB97M-V def2-TZVPD def2/J DEFGRID3
* xyz 2 6
C -1.65 -2.14 1.76
H -2.46 -2.50 2.40
H -1.89 -2.43 0.73
H -1.63 -1.05 1.81
C -0.30 -2.74 2.19
H 0.50 -2.34 1.55
H -0.07 -2.41 3.21
C -0.30 -4.27 2.13
H 0.67 -4.68 2.44
H -1.07 -4.69 2.78
H -0.50 -4.62 1.11
C 0.63 2.02 -0.67
C 1.49 0.87 -0.91
C 0.67 -0.14 -1.41
C -0.66 0.40 -1.63
C -0.67 1.75 -1.27
C -1.76 2.75 -1.47
C -1.78 -0.37 -2.25
C 1.08 -1.53 -1.77
C 2.96 0.83 -0.68
C 1.11 3.37 -0.28
Fe -0.17 0.59 0.62
H -2.75 0.11 -2.08
H -1.65 -0.47 -3.33
H -1.85 -1.38 -1.84
H -2.74 2.27 -1.52
H -1.80 3.47 -0.65
H -1.62 3.31 -2.39
H 1.93 3.32 0.44
H 1.48 3.92 -1.15
H 0.32 3.97 0.17
H 3.32 -0.19 -0.52
H 3.51 1.23 -1.54
H 3.25 1.41 0.19
H 0.32 -2.26 -1.48
H 1.22 -1.63 -2.85
H 2.01 -1.82 -1.29
N 0.18 1.87 2.13
H -0.63 2.51 2.23
H 1.06 2.42 2.08
H 0.25 1.29 3.00
*
```